(1)
DFT (ωB97M-V/def2-TZVPD) results for C2HEuO3 as an isolated structure.

Each line ends with the Löwdin charge.
Atoms and positions in Å:
O1 0.019 1.461 -1.545  0.28
H1 0.970 1.614 -1.696  0.21
O2 0.584 -0.130 0.722  -0.19
O3 -0.437 -1.120 0.513  -0.23
C1 -0.255 0.496 -0.781  -0.07
C2 -1.099 -0.496 -0.472  0.06
Eu1 0.218 -1.826 3.258  1.95

**HOMO-LUMO gap (alpha / beta)**: 0.258 / 0.249 Ha
**LUMO (alpha / beta)**: -10.3 / -10.0 eV
**Energy relative to the best compared isomer or geometry (same formula, charge and spin)**: 761.95 kJ/mol
**Charge**: +2
**Spin multiplicity**: 9
**Highest occupied orbital energy (alpha / beta)**: -17.307 / -16.802 eV

---

(2)
DFT (ωB97M-V/def2-TZVPD) results for a 2-piece molecular cluster, C2HF2IO overall.

Each line ends with the Löwdin charge.
Atoms and positions in Å:
C1 0.022 -0.384 -0.724  -0.23
C2 1.924 -1.101 0.043  -0.84
O1 -0.220 -0.260 -1.843  0.06
F1 2.231 -2.186 -0.619  0.05
F2 1.673 -1.503 1.292  0.02
I1 3.483 0.402 -0.044  0.87
H1 -0.559 -0.321 0.129  0.07

**HOMO-LUMO gap (alpha / beta)**: 0.207 / 0.291 Ha
**LUMO (alpha / beta)**: -0.4 / -2.9 eV
**Energy relative to the best compared isomer or geometry (same formula, charge and spin)**: 100.48 kJ/mol
**Spin multiplicity**: 3
**Highest occupied orbital energy (alpha / beta)**: -6.091 / -10.757 eV

---

(3)
DFT (ωB97M-V/def2-TZVPD) results for an isolated molecule of C2HF2N3.

Each line ends with the Löwdin charge.
Atoms and positions in Å:
F1 1.062 -2.264 0.561  0.11
C1 1.282 -1.080 0.035  -0.35
C2 0.393 -0.041 -0.133  0.08
N1 1.285 0.985 -0.403  -0.14
F2 0.733 2.160 -0.745  0.08
N2 2.523 0.546 -0.552  0.04
N3 2.558 -0.681 -0.255  0.08
H1 -0.604 0.176 -0.168  0.10

**HOMO-LUMO gap**: 0.407 Ha
**LUMO**: 0.7 eV
**Energy relative to the best compared isomer or geometry (same formula, charge and spin)**: 136.92 kJ/mol
**Spin multiplicity**: 1
**Highest occupied orbital energy**: -10.365 eV

---

(4)
DFT (ωB97M-V/def2-TZVPD) results for an isolated molecule of C2HF2P.

Each line ends with the Löwdin charge.
Atoms and positions in Å:
F1 1.876 -0.227 1.498  -0.07
C1 1.520 0.647 0.540  -0.36
P1 0.652 0.248 -0.891  0.87
C2 -0.928 -0.303 -0.437  -0.42
F2 -1.932 -0.134 -1.340  -0.08
H1 -1.188 -0.232 0.630  0.06

**HOMO-LUMO gap (alpha / beta)**: 0.284 / 0.285 Ha
**LUMO (alpha / beta)**: -1.3 / -1.5 eV
**Energy relative to the best compared isomer or geometry (same formula, charge and spin)**: 399.52 kJ/mol
**Spin multiplicity**: 1
**Highest occupied orbital energy (alpha / beta)**: -9.066 / -9.256 eV

---

(5)
DFT (ωB97M-V/def2-TZVPD) results for an isolated molecule of C2HF2P.

Each line ends with the Löwdin charge.
Atoms and positions in Å:
F1 -1.267 -1.498 -0.242  0.09
C1 -0.725 -0.334 -0.334  -0.63
P1 -0.885 1.280 -0.559  1.04
C2 0.602 0.267 0.046  -0.45
F2 0.843 0.360 1.421  -0.09
H1 1.431 -0.075 -0.332  0.04

**HOMO-LUMO gap**: 0.373 Ha
**LUMO**: 0.1 eV
**Energy relative to the best compared isomer or geometry (same formula, charge and spin)**: 157.75 kJ/mol
**Spin multiplicity**: 1
**Highest occupied orbital energy**: -10.019 eV

---

(6)
DFT (ωB97M-V/def2-TZVPD) results for a 2-piece molecular cluster, C2HF3O2 overall.

Each line ends with the Löwdin charge.
Atoms and positions in Å:
O1 -1.618 0.838 -0.019  0.23
C1 -1.831 -0.248 -0.350  -0.61
F1 -1.779 -1.373 0.300  0.20
F2 -2.170 -0.568 -1.576  0.18
O2 1.724 -0.526 1.308  0.11
C2 1.829 0.325 0.492  -0.34
F3 1.568 0.104 -0.802  0.06
H1 2.276 1.448 0.648  0.19

**HOMO-LUMO gap**: 0.470 Ha
**LUMO**: 0.8 eV
**Energy relative to the best compared isomer or geometry (same formula, charge and spin)**: 86.78 kJ/mol
**Spin multiplicity**: 1
**Highest occupied orbital energy**: -12.006 eV

---

(7)
DFT (ωB97M-V/def2-TZVPD) results for a 2-piece molecular cluster, C2HF3S2 overall.

Each line ends with the Löwdin charge.
Atoms and positions in Å:
C1 0.594 2.494 2.527  -0.38
C2 -0.596 1.876 2.687  -0.02
F1 1.071 2.963 1.388  0.07
F2 1.489 2.780 3.495  0.10
F3 -1.293 1.472 3.748  0.06
S1 0.016 1.104 -0.958  0.18
S2 -1.715 0.915 -0.012  0.07
H1 -0.040 2.578 -0.717  -0.10

**HOMO-LUMO gap (alpha / beta)**: 0.272 / 0.284 Ha
**LUMO (alpha / beta)**: -1.9 / -1.4 eV
**Energy relative to the best compared isomer or geometry (same formula, charge and spin)**: 310.77 kJ/mol
**Spin multiplicity**: 1
**Highest occupied orbital energy (alpha / beta)**: -9.304 / -9.153 eV

---

(8)
DFT (ωB97M-V/def2-TZVPD) results for C2HF6LaNO4S2 as an isolated structure.

Each line ends with the Löwdin charge.
Atoms and positions in Å:
N1 0.937 -1.324 0.305  -0.38
S1 1.835 -0.304 -0.665  0.90
O1 2.493 -1.107 -1.744  -0.44
C1 3.215 -0.067 0.581  -0.79
F1 3.748 -1.220 0.945  0.16
F2 2.759 0.569 1.649  0.11
F3 4.152 0.676 0.002  0.13
S2 -0.496 -0.852 0.748  0.62
O2 -0.600 0.635 0.940  -0.63
O3 -1.013 -1.635 1.858  -0.25
La1 -1.237 3.046 0.522  2.31
O4 -2.915 3.172 -0.988  -0.52
H1 -3.843 2.960 -0.881  -0.01
C2 -1.732 -1.122 -0.725  -0.68
F4 -1.743 -0.128 -1.597  0.13
F5 -1.297 -2.189 -1.372  0.16
F6 -2.939 -1.356 -0.248  0.17

**HOMO-LUMO gap**: 0.185 Ha
**LUMO**: -7.1 eV
**Energy relative to the best compared isomer or geometry (same formula, charge and spin)**: 7.59 kJ/mol
**Charge**: +1
**Spin multiplicity**: 1
**Highest occupied orbital energy**: -12.110 eV

---

(9)
DFT (ωB97M-V/def2-TZVPD) results for C2HF6NO4RuS2 as an isolated structure.

Each line ends with the Löwdin charge.
Atoms and positions in Å:
N1 -1.898 0.916 -0.162  -0.34
S1 -0.615 0.889 -1.113  0.81
O1 0.049 2.222 -1.321  -0.35
C1 -1.464 0.607 -2.755  -0.75
F1 -2.544 1.366 -2.863  0.17
F2 -1.813 -0.667 -2.867  0.14
F3 -0.629 0.908 -3.744  0.16
S2 -1.856 -0.049 1.233  0.81
O2 -1.017 -1.316 0.787  -0.67
O3 -3.276 -0.493 1.385  -0.29
Ru1 0.580 -1.312 -0.169  1.25
O4 2.163 -1.175 1.046  -0.07
H1 2.927 -1.768 0.970  0.16
C2 2.290 -0.241 2.137  -0.69
F4 3.582 -0.033 2.311  0.22
F5 1.746 0.941 1.914  0.21
F6 1.775 -0.795 3.212  0.23

**HOMO-LUMO gap (alpha / beta)**: 0.318 / 0.183 Ha
**LUMO (alpha / beta)**: -5.5 / -8.8 eV
**Charge**: +1
**Spin multiplicity**: 6
**Highest occupied orbital energy (alpha / beta)**: -14.097 / -13.738 eV

---

(10)
DFT (ωB97M-V/def2-TZVPD) results for C2HF6NO4S2Tb as an isolated structure.

Each line ends with the Löwdin charge.
Atoms and positions in Å:
N1 0.821 -1.229 0.350  -0.33
S1 1.731 -0.190 -0.573  1.08
O1 2.383 -0.941 -1.693  -0.23
C1 3.116 0.003 0.673  -0.73
F1 3.615 -1.168 1.031  0.20
F2 2.673 0.643 1.745  0.17
F3 4.075 0.723 0.105  0.17
S2 -0.623 -0.752 0.795  0.69
O2 -0.667 0.740 1.041  -0.64
O3 -1.168 -1.542 1.891  -0.22
Tb1 -1.038 2.853 0.348  1.57
O4 -2.778 2.512 -0.829  -0.56
H1 -3.666 2.317 -0.524  -0.03
C2 -1.930 -0.874 -0.817  -0.60
F4 -1.879 -0.038 -1.840  0.16
F5 -1.518 -2.010 -1.360  0.13
F6 -3.147 -1.046 -0.343  0.19

**HOMO-LUMO gap (alpha / beta)**: 0.151 / 0.248 Ha
**LUMO (alpha / beta)**: -8.7 / -4.8 eV
**Energy relative to the best compared isomer or geometry (same formula, charge and spin)**: 81.12 kJ/mol
**Charge**: +1
**Spin multiplicity**: 7
**Highest occupied orbital energy (alpha / beta)**: -12.832 / -11.530 eV

---

(11)
DFT (ωB97M-V/def2-TZVPD) results for a 2-piece molecular cluster, C2HF6P overall.

Each line ends with the Löwdin charge.
Atoms and positions in Å:
C1 0.873 -1.259 0.488  -0.56
C2 -0.160 0.966 -1.048  -0.51
F1 0.741 -1.058 1.725  0.19
F2 0.299 -2.348 0.054  0.17
F3 2.121 -1.177 0.119  0.16
F4 0.571 1.854 -1.708  0.05
F5 -0.894 0.302 -1.981  0.00
F6 -2.069 0.090 0.707  -0.37
P1 -1.296 1.495 0.400  0.94
H1 -0.186 1.135 1.242  -0.06

**HOMO-LUMO gap (alpha / beta)**: 0.318 / 0.327 Ha
**LUMO (alpha / beta)**: -0.1 / -0.4 eV
**Energy relative to the best compared isomer or geometry (same formula, charge and spin)**: 340.46 kJ/mol
**Spin multiplicity**: 1
**Highest occupied orbital energy (alpha / beta)**: -8.772 / -9.340 eV

---

(12)
DFT (ωB97M-V/def2-TZVPD) results for a 2-piece molecular cluster, C2HFIO2 overall.

Each line ends with the Löwdin charge.
Atoms and positions in Å:
C1 -0.641 -1.548 0.115  -0.54
C2 0.949 1.069 0.286  -0.61
O1 -1.181 -1.862 -0.872  0.15
O2 -0.265 -1.425 1.198  0.15
F1 0.798 -0.047 -0.540  -0.33
I1 -1.172 1.965 0.267  0.24
H1 1.512 1.848 -0.454  -0.05

**HOMO-LUMO gap**: 0.231 Ha
**LUMO**: 3.4 eV
**Energy relative to the best compared isomer or geometry (same formula, charge and spin)**: 124.05 kJ/mol
**Charge**: -1
**Spin multiplicity**: 1
**Highest occupied orbital energy**: -2.840 eV

---

| no. | total energy (eV) | strongest force on any atom (eV/A) |
| --- | --- | --- |
| 1 | -27534.809 | 2.31 |
| 2 | -17667.412 | 5.41 |
| 3 | -11991.225 | 3.78 |
| 4 | -16808.353 | 2.28 |
| 5 | -16810.858 | 6.71 |
| 6 | -14337.405 | 2.96 |
| 7 | -31908.133 | 3.26 |
| 8 | -50595.856 | 3.78 |
| 9 | -52312.436 | 3.57 |
| 10 | -72168.423 | 3.98 |
| 11 | -27680.232 | 3.44 |
| 12 | -17003.165 | 2.41 |